Molecular formula: C4H6N2O
Method: DFT, the ωB97M-V functional and the def2-TZVPD basis

Results
- Energy above the lowest of the compared OMol25 structures with the same formula, charge and spin: 1.842 eV
- HOMO energy: -7.9 eV
- HOMO-LUMO gap: 8.76 eV

Structure (ORCA input):
```
! wB97M-V def2-TZVPD RIJCOSX def2/J DEFGRID3
* xyz 0 1
O -1.45134 1.32588 -1.64341
N 0.86923 -0.35395 0.54522
N -1.27673 -0.58453 -0.06863
C 1.97927 -0.55241 1.39090
C -0.80687 0.57826 -0.65644
C -0.30674 -1.09698 0.56551
C 0.59924 0.65014 -0.28595
H -0.26301 -2.10001 1.04824
H 1.85525 -1.65248 1.64007
H 2.17778 0.06109 2.37152
H 1.31448 1.49129 -0.36845
H -2.36364 1.11657 -1.71375
H 2.95296 -0.42820 0.74954
*
```

=====

Molecular formula: C4H6N2O
Method: DFT, the ωB97M-V functional and the def2-TZVPD basis

Results
- Energy above the lowest of the compared OMol25 structures with the same formula, charge and spin: 0.434 eV
- HOMO energy: -8.2 eV
- HOMO-LUMO gap: 8.98 eV

Structure (ORCA input):
```
! wB97M-V def2-TZVPD RIJCOSX def2/J DEFGRID3
* xyz 0 1
O -2.75394 0.77441 -0.08563
N -0.39814 1.01260 -0.05594
N -1.29898 -1.02368 0.02118
C 0.61002 0.06820 0.01975
C 2.05547 0.44292 0.07644
C -1.49793 0.30857 -0.04634
C 0.07516 -1.17271 0.09695
H 0.63521 -2.02771 -0.23434
H -2.67910 1.73741 -0.12705
H -2.01295 -1.73610 0.02860
H 2.24501 1.02599 0.98437
H 2.33665 1.06321 -0.77907
H 2.70640 -0.43942 0.09869
*
```

=====

Molecular formula: C4H6N2O
Method: DFT, the ωB97M-V functional and the def2-TZVPD basis

Results
- Energy above the lowest of the compared OMol25 structures with the same formula, charge and spin: 5.084 eV
- HOMO energy: -7.9 eV
- HOMO-LUMO gap: 8.54 eV

Structure (ORCA input):
```
! wB97M-V def2-TZVPD RIJCOSX def2/J DEFGRID3
* xyz 0 1
O -1.21056 -0.38083 0.52774
N 1.76095 0.37832 -0.86732
N 1.43589 -0.98335 0.96947
C -2.38278 -0.02205 -0.22998
C 2.20036 -0.47878 0.02354
C -0.09370 0.23662 0.32763
C 0.58563 1.01407 -0.52102
H -2.75201 0.92524 0.17088
H 0.49024 2.08023 -0.78587
H -3.11344 -0.80867 -0.03281
H -2.19064 0.07051 -1.30462
H 3.26589 -0.68589 -0.03968
H 2.00418 -1.34540 1.76204
*
```

=====

Molecular formula: C4H6N2O
Method: DFT, the ωB97M-V functional and the def2-TZVPD basis

Results
- Energy above the lowest of the compared OMol25 structures with the same formula, charge and spin: 2.033 eV
- HOMO energy: -8.3 eV
- HOMO-LUMO gap: 9.12 eV

Structure (ORCA input):
```
! wB97M-V def2-TZVPD RIJCOSX def2/J DEFGRID3
* xyz 0 1
O 1.29485 0.55571 -1.00324
N -1.00135 1.07511 -1.08269
N -1.65274 -0.23395 0.59471
C -1.98964 0.72785 -0.28656
C 0.02602 0.30523 -0.66424
C 2.10493 -0.06814 -0.01974
C -0.33844 -0.56654 0.35220
H 0.02569 -1.56935 0.53009
H -2.97495 1.15423 -0.31143
H 2.22407 -1.13394 -0.25200
H 3.09525 0.40778 -0.10474
H -2.21553 -0.60283 1.34075
H 1.40183 -0.05117 0.90690
*
```

=====

Molecular formula: C4H6N2O
Method: DFT, the ωB97M-V functional and the def2-TZVPD basis

Results
- Energy above the lowest of the compared OMol25 structures with the same formula, charge and spin: 4.007 eV
- HOMO energy (spin up / spin down): -7.9 / -8.0 eV
- HOMO-LUMO gap (spin up / spin down): 7.73 / 7.73 eV

Structure (ORCA input):
```
! wB97M-V def2-TZVPD RIJCOSX def2/J DEFGRID3
* xyz 0 1
O -0.74096 -1.93342 -0.07697
N -1.80374 0.47660 0.34123
N 1.36870 -0.84333 -0.10594
C 0.01966 -0.96802 0.20050
C -0.47234 0.36151 0.41011
C 1.73937 0.47684 0.02823
C 0.64478 1.25719 0.25453
H 2.78430 0.75815 -0.00663
H -2.07585 1.41466 0.03612
H -1.82260 -1.29299 -0.86659
H 1.99276 -1.62469 -0.22132
H -2.15886 -0.41179 -0.57048
H 0.64385 2.32968 0.39356
*
```

=====

Molecular formula: C4H6N2O
Method: DFT, the ωB97M-V functional and the def2-TZVPD basis

Results
- Energy above the lowest of the compared OMol25 structures with the same formula, charge and spin: 6.578 eV
- HOMO energy: -9.0 eV
- HOMO-LUMO gap: 9.30 eV

Structure (ORCA input):
```
! wB97M-V def2-TZVPD RIJCOSX def2/J DEFGRID3
* xyz 0 1
O -1.66153 0.09209 -0.92672
N 1.56407 1.49182 -0.78206
N 0.39467 1.13916 -1.04374
C 1.22068 -2.33252 0.81013
C 1.77083 -1.37573 0.32822
C -0.52255 0.45074 -1.47341
C -1.81165 0.38130 0.47403
H -1.03384 -0.13849 1.04149
H 0.75123 -3.19387 1.23193
H 2.23224 -0.49743 -0.08803
H -1.74226 1.46282 0.63404
H -2.80170 0.02085 0.75430
H 1.63980 2.49928 -0.96018
*
```

=====

Molecular formula: C4H6N2O
Method: DFT, the ωB97M-V functional and the def2-TZVPD basis

Results
- Energy above the lowest of the compared OMol25 structures with the same formula, charge and spin: 4.426 eV
- HOMO energy (spin up / spin down): -8.0 / -8.1 eV
- HOMO-LUMO gap (spin up / spin down): 7.56 / 8.28 eV

Structure (ORCA input):
```
! wB97M-V def2-TZVPD RIJCOSX def2/J DEFGRID3
* xyz 0 1
O 0.17923 -0.99132 0.83041
N 0.47160 -0.40664 -1.35925
N 1.35390 2.19995 0.94277
C -0.73440 0.15433 -1.95280
C -0.09338 -0.81670 2.06752
C 1.03117 1.17021 0.49675
C 0.69109 -0.09799 -0.02228
H -0.74524 -0.09774 -3.01585
H -1.62575 -0.29276 -1.49468
H 1.29033 -0.27250 -1.93412
H -0.80328 1.24587 -1.83342
H 0.01182 0.17934 2.48521
H -0.48646 -1.68477 2.57683
*
```

=====

Molecular formula: C4H6N2O
Method: DFT, the ωB97M-V functional and the def2-TZVPD basis

Results
- Energy above the lowest of the compared OMol25 structures with the same formula, charge and spin: 3.107 eV
- HOMO energy: -9.0 eV
- HOMO-LUMO gap: 9.62 eV

Structure (ORCA input):
```
! wB97M-V def2-TZVPD RIJCOSX def2/J DEFGRID3
* xyz 0 1
O -2.17011 -0.83414 0.10917
N -0.10076 -0.56898 -1.03805
N -0.12298 0.86199 0.68557
C 0.60866 -0.06811 -0.10954
C -1.42820 0.00094 -0.81996
C 2.05134 -0.32467 0.16355
C -1.35979 1.09270 0.23629
H -2.99646 -0.35733 0.29323
H 0.23484 1.24973 1.54621
H 2.43345 -1.03590 -0.56911
H -1.96898 0.11043 -1.76394
H 2.19339 -0.73355 1.17003
H 2.62559 0.60687 0.09654
*
```

=====

Molecular formula: C4H6N2O
Method: DFT, the ωB97M-V functional and the def2-TZVPD basis

Results
- Energy above the lowest of the compared OMol25 structures with the same formula, charge and spin: 2.719 eV
- HOMO energy: -7.7 eV
- HOMO-LUMO gap: 8.51 eV

Structure (ORCA input):
```
! wB97M-V def2-TZVPD RIJCOSX def2/J DEFGRID3
* xyz 0 1
O -0.62956 -2.26500 -0.12143
N -1.63447 0.72530 -0.46928
N 1.18852 -0.82928 -0.19860
C -0.11854 -1.03345 0.06299
C 1.51565 0.49359 0.13131
C -0.68990 0.16862 0.48750
C 0.41894 1.06864 0.65187
H -2.09521 1.56786 -0.13549
H 2.49904 0.88854 -0.03478
H -0.98422 1.00825 -1.21663
H 0.28342 2.06908 1.03575
H -1.45522 -2.28882 0.38665
H 1.79082 -1.50682 -0.63097
*
```

=====

Molecular formula: C4H6N2O
Method: DFT, the ωB97M-V functional and the def2-TZVPD basis

Results
- Energy above the lowest of the compared OMol25 structures with the same formula, charge and spin: 2.008 eV
- HOMO energy: -10.3 eV
- HOMO-LUMO gap: 10.59 eV

Structure (ORCA input):
```
! wB97M-V def2-TZVPD RIJCOSX def2/J DEFGRID3
* xyz 0 1
O 0.13627 -0.84167 -1.19795
N 2.46331 -0.61549 -1.19339
N 1.01943 0.28658 1.79398
C 0.67768 -0.11959 0.65494
C 1.34837 -0.51674 -0.63009
C -0.63795 -0.45873 -0.02627
C -1.60784 0.67484 -0.31404
H -2.25721 0.39532 -1.14994
H 0.12450 0.35816 2.28154
H -1.07091 1.58890 -0.58616
H -2.25434 0.88852 0.54688
H -1.15508 -1.32966 0.39806
H 3.21378 -0.31046 -0.57758
*
```

=====

Molecular formula: C4H6N2O
Method: DFT, the ωB97M-V functional and the def2-TZVPD basis

Results
- Energy above the lowest of the compared OMol25 structures with the same formula, charge and spin: 2.895 eV
- HOMO energy: -7.3 eV
- HOMO-LUMO gap: 7.60 eV

Structure (ORCA input):
```
! wB97M-V def2-TZVPD RIJCOSX def2/J DEFGRID3
* xyz 0 1
O -0.25720 1.51131 -1.64570
N 0.25240 -0.95670 0.93881
N -1.13937 0.66993 1.50586
C 1.00349 -1.45506 -0.03918
C 0.11237 0.44595 -0.86433
C -0.27227 0.18731 0.43657
C 0.95872 -0.63811 -1.17010
H -0.89258 1.55178 1.95767
H -0.81211 -0.19797 2.04034
H 0.17058 1.39251 -2.50211
H 1.53842 -2.37960 0.11546
H -2.14400 0.67451 1.32454
H 1.48154 -0.80585 -2.09782
*
```

=====

Molecular formula: C4H6N2O
Method: DFT, the ωB97M-V functional and the def2-TZVPD basis

Results
- Energy above the lowest of the compared OMol25 structures with the same formula, charge and spin: 3.893 eV
- HOMO energy: -7.4 eV
- HOMO-LUMO gap: 7.66 eV

Structure (ORCA input):
```
! wB97M-V def2-TZVPD RIJCOSX def2/J DEFGRID3
* xyz 0 1
O -2.01133 -0.80865 -1.30592
N -0.83124 0.15689 0.41106
N 0.67023 1.13264 2.02816
C -0.85782 -0.43591 -0.74510
C 0.55213 -0.56076 -1.19230
C 1.45474 -0.06825 -0.06667
C 0.55160 0.40516 0.81465
H 0.81268 -1.44941 -1.76533
H -1.82959 -1.24553 -2.14976
H 0.73184 0.50621 2.82700
H 1.56002 1.61807 1.99489
H -1.65152 0.43818 0.93564
H 0.84826 0.31136 -1.78633
*
```

=====

Molecular formula: C4H6N2O
Method: DFT, the ωB97M-V functional and the def2-TZVPD basis

Results
- Energy above the lowest of the compared OMol25 structures with the same formula, charge and spin: 5.298 eV
- HOMO energy: -8.4 eV
- HOMO-LUMO gap: 9.26 eV

Structure (ORCA input):
```
! wB97M-V def2-TZVPD RIJCOSX def2/J DEFGRID3
* xyz 0 1
O -1.58877 0.81683 -0.24138
N 1.13683 -0.78077 0.17849
N 1.73400 0.22963 -0.35541
C -0.23984 -0.60574 0.58554
C -1.04507 -0.62539 -0.64859
C -0.42101 0.94817 0.52294
C 1.01304 1.29372 -0.19589
H 1.72687 2.20607 -0.57334
H -1.82700 -1.41048 -0.78621
H -0.66740 -1.07604 1.60810
H -0.61595 -0.49701 -1.59631
H -0.69693 1.25282 1.62511
H 1.49123 -1.75184 -0.12305
*
```

=====

Molecular formula: C4H6N2O
Method: DFT, the ωB97M-V functional and the def2-TZVPD basis

Results
- Energy above the lowest of the compared OMol25 structures with the same formula, charge and spin: 3.053 eV
- HOMO energy: -9.5 eV
- HOMO-LUMO gap: 9.62 eV

Structure (ORCA input):
```
! wB97M-V def2-TZVPD RIJCOSX def2/J DEFGRID3
* xyz 0 1
O -1.43271 1.33836 -1.22067
N -0.24936 0.39473 0.77899
N -0.96442 -0.85547 2.67308
C 0.97188 -0.94038 -0.86616
C 0.86094 0.39435 -0.09558
C -0.63086 -0.32048 1.73265
C -1.64879 0.97422 -0.11152
H 0.13510 -1.13091 -1.61161
H 1.06644 -1.79650 -0.16438
H -2.45431 1.13222 0.51956
H 1.70922 0.65244 0.43664
H 1.90720 -1.13104 -1.43490
H 0.72966 1.28847 -0.63612
*
```

=====

Molecular formula: C4H6N2O
Method: DFT, the ωB97M-V functional and the def2-TZVPD basis

Results
- Energy above the lowest of the compared OMol25 structures with the same formula, charge and spin: 5.060 eV
- HOMO energy: -8.9 eV
- HOMO-LUMO gap: 9.22 eV

Structure (ORCA input):
```
! wB97M-V def2-TZVPD RIJCOSX def2/J DEFGRID3
* xyz 0 1
O 0.08481 1.15595 0.74016
N -0.88178 -1.87859 -0.92369
N -0.37525 -1.11898 1.09371
C -0.29943 -0.06261 0.22986
C -0.60543 -0.53317 -1.01186
C -0.73643 -2.19580 0.33606
C 0.09368 2.15502 -0.12634
H 0.53101 2.98931 0.46779
H -0.87882 -3.17870 0.76503
H 2.25724 1.91444 -0.63958
H -0.19100 -1.08630 2.08391
H 1.64401 1.82604 -1.07275
H -0.64260 0.01339 -1.94231
*
```

=====

Molecular formula: C4H6N2O
Method: DFT, the ωB97M-V functional and the def2-TZVPD basis

Results
- Energy above the lowest of the compared OMol25 structures with the same formula, charge and spin: 4.663 eV
- HOMO energy: -8.6 eV
- HOMO-LUMO gap: 9.47 eV

Structure (ORCA input):
```
! wB97M-V def2-TZVPD RIJCOSX def2/J DEFGRID3
* xyz 0 1
O -0.31707 0.37281 -1.21958
N -2.43507 1.72229 0.44909
N -2.27629 0.50467 0.48232
C 0.10339 -0.38482 0.88341
C -0.73011 0.07074 -0.01949
C 0.98230 -0.27068 -1.18194
C 1.42553 -0.69813 0.27880
H 1.00155 -1.21577 -1.70298
H -3.25398 2.00334 0.97019
H 2.25998 -0.02485 0.62029
H 1.81612 0.23854 -1.81893
H 1.57860 -1.73341 0.40428
H -0.15493 -0.58475 1.85453
*
```

=====

Molecular formula: C4H6N2O
Method: DFT, the ωB97M-V functional and the def2-TZVPD basis

Results
- Energy above the lowest of the compared OMol25 structures with the same formula, charge and spin: 1.844 eV
- HOMO energy: -8.7 eV
- HOMO-LUMO gap: 9.53 eV

Structure (ORCA input):
```
! wB97M-V def2-TZVPD RIJCOSX def2/J DEFGRID3
* xyz 0 1
O 2.96379 -0.16852 -0.57218
N 0.16997 0.09534 1.11779
N 1.47319 0.21367 0.89122
C -0.51154 -0.02060 -0.04262
C 0.40597 -0.09063 -1.07853
C -1.99971 -0.04071 -0.04521
C 1.64130 0.02009 -0.40102
H -2.40476 0.95325 0.18879
H -0.17190 0.51371 1.96362
H -2.38476 -0.75159 0.69761
H 3.00857 -0.14752 0.43685
H -2.36629 -0.33560 -1.03166
H 0.17616 -0.24088 -2.12467
*
```

=====

Molecular formula: C4H6N2O
Method: DFT, the ωB97M-V functional and the def2-TZVPD basis

Results
- Energy above the lowest of the compared OMol25 structures with the same formula, charge and spin: 2.829 eV
- HOMO energy: -7.7 eV
- HOMO-LUMO gap: 8.41 eV

Structure (ORCA input):
```
! wB97M-V def2-TZVPD RIJCOSX def2/J DEFGRID3
* xyz 0 1
O 2.64196 0.82274 0.65183
N -0.07919 -0.50006 -1.02830
N 0.13796 0.68401 0.85991
C 1.25499 -0.67590 -0.79004
C -0.66950 0.10171 -0.04554
C -2.14164 -0.08199 -0.07756
C 1.54128 0.16680 0.24588
H 3.42224 0.36366 0.31335
H -2.25297 -1.06183 -0.55069
H -2.52139 0.67629 -0.75885
H 1.71225 -1.49022 -1.40093
H -2.66575 -0.07821 0.87748
H -0.38025 1.07302 1.70346
*
```

=====

Molecular formula: C4H6N2O
Method: DFT, the ωB97M-V functional and the def2-TZVPD basis

Results
- Energy above the lowest of the compared OMol25 structures with the same formula, charge and spin: 1.673 eV
- HOMO energy: -10.2 eV
- HOMO-LUMO gap: 10.78 eV

Structure (ORCA input):
```
! wB97M-V def2-TZVPD RIJCOSX def2/J DEFGRID3
* xyz 0 1
O -4.62124 1.15776 -0.30851
N -2.06281 -0.47903 -0.22146
N -4.47317 -1.04919 0.50669
C -1.08190 0.08860 -0.33070
C 0.30070 0.53679 -0.48911
C -4.55146 0.09679 0.15317
C 1.43610 -0.12700 0.20694
H 2.42184 0.22381 -0.14808
H 0.65096 0.41822 -1.52955
H 1.30136 0.03572 1.28941
H 0.04632 1.59820 -0.23240
H 1.33871 -1.14502 -0.10070
H -3.59303 -1.46968 0.37981
*
```

=====

Molecular formula: C4H6N2O
Method: DFT, the ωB97M-V functional and the def2-TZVPD basis

Results
- Energy above the lowest of the compared OMol25 structures with the same formula, charge and spin: 3.170 eV
- HOMO energy: -7.8 eV
- HOMO-LUMO gap: 8.58 eV

Structure (ORCA input):
```
! wB97M-V def2-TZVPD RIJCOSX def2/J DEFGRID3
* xyz 0 1
O -0.05577 2.28844 1.44478
N 0.90088 1.09311 -0.23160
N -0.63555 -2.11164 -0.37263
C 0.62594 -0.09643 -0.95865
C -0.02623 1.14958 0.75207
C -0.84805 0.01832 0.93364
C -0.28107 -0.81978 -0.00051
H -0.31019 0.01307 -1.55625
H 0.11578 -2.75854 -0.15725
H -0.79036 2.19312 2.07136
H 1.46387 1.86312 -0.55418
H 1.44659 -0.49923 -1.55744
H -1.47612 -2.37893 0.12115
*
```